# C22H27N3O6S

The molecule C22H27N3O6S (ωB97M-V/def2-TZVPD, the Open Molecules 2025 dataset).

XYZ file:
```
59
C22H27N3O6S (ωB97M-V/def2-TZVPD)
C -8.00 -2.62 -0.58
C -6.65 -2.48 0.09
H -6.01 -3.34 -0.12
H -6.76 -2.39 1.18
O -6.02 -1.30 -0.41
C -4.94 -0.87 0.24
O -4.45 -1.41 1.20
C -4.40 0.41 -0.40
N -3.27 0.90 0.33
C -2.03 0.31 0.47
C -1.44 -0.79 -0.12
C -0.12 -1.04 0.22
C 0.56 -0.22 1.11
C -0.03 0.86 1.74
C -1.34 1.11 1.40
O -2.16 2.12 1.82
C -3.34 2.00 1.17
O -4.28 2.74 1.29
H 0.52 1.45 2.44
S 2.32 -0.49 1.35
O 2.56 -1.90 1.43
O 2.76 0.36 2.41
N 2.97 0.06 -0.07
C 3.42 -0.86 -1.08
H 3.12 -1.85 -0.74
H 2.92 -0.65 -2.04
C 4.95 -0.85 -1.32
N 5.81 -1.31 -0.27
C 5.56 -2.68 0.14
H 5.50 -3.31 -0.74
H 6.41 -3.01 0.75
H 4.65 -2.80 0.74
C 5.91 -0.43 0.88
H 6.76 -0.74 1.48
H 5.01 -0.42 1.51
H 6.10 0.59 0.53
H 5.13 -1.48 -2.20
H 5.26 0.17 -1.58
C 3.04 1.49 -0.24
C 1.69 2.12 -0.51
C 1.29 3.24 0.21
C 0.06 3.83 -0.01
C -0.79 3.30 -0.97
C -0.40 2.19 -1.70
C 0.84 1.61 -1.47
H 1.13 0.75 -2.05
H -1.06 1.78 -2.45
H -1.76 3.76 -1.14
H -0.24 4.69 0.56
H 1.95 3.65 0.97
H 3.72 1.70 -1.07
H 3.46 1.91 0.67
H 0.41 -1.88 -0.21
H -1.97 -1.42 -0.81
H -4.14 0.21 -1.44
H -5.18 1.18 -0.37
H -8.62 -1.75 -0.37
H -7.88 -2.69 -1.66
H -8.50 -3.51 -0.22
```

Computed properties:
* HOMO level: -8.0 eV
* total energy: -50843.056 eV
* energy relative to the best compared isomer or geometry (same formula, charge and spin): 97.5 kJ/mol
* largest force on an atom: 1.14 eV/A
* lowest unoccupied orbital energy: 0.4 eV
* SMILES: CCOC(=O)Cn1c(=O)oc2cc(S(=O)(=O)N(CCN(C)C)Cc3ccccc3)ccc21

And the natural (NBO) charges, in e, turn out to be: -0.62, -0.07, 0.19, 0.20, -0.51, 0.79, -0.58, -0.32, -0.43, 0.14, -0.24, -0.19, -0.34, -0.23, 0.32, -0.44, 0.88, -0.60, 0.26, 2.35, -0.94, -0.94, -0.71, -0.24, 0.24, 0.19, -0.22, -0.44, -0.43, 0.19, 0.20, 0.19, -0.41, 0.20, 0.18, 0.19, 0.20, 0.19, -0.26, -0.05, -0.21, -0.21, -0.22, -0.23, -0.16, 0.20, 0.21, 0.22, 0.22, 0.22, 0.22, 0.23, 0.24, 0.23, 0.23, 0.27, 0.22, 0.21, 0.22

# C22H27N3O6S

The molecule C22H27N3O6S (ωB97M-V/def2-TZVPD, the Open Molecules 2025 dataset).

XYZ file:
```
59
C22H27N3O6S (ωB97M-V/def2-TZVPD)
C -6.59 -0.75 -2.00
H -6.71 -0.02 -2.81
O -5.57 -0.36 -1.11
C -5.68 0.85 -0.48
C -6.77 1.69 -0.60
C -6.80 2.92 0.04
C -5.73 3.31 0.82
C -4.64 2.47 0.96
C -4.58 1.23 0.33
N -3.47 0.40 0.42
C -3.63 -0.95 0.91
C -2.51 -1.83 0.38
N -1.23 -1.27 0.77
C -0.27 -2.08 1.22
O -0.45 -3.26 1.47
C 1.10 -1.46 1.54
N 1.77 -1.03 0.34
C 2.95 -0.27 0.46
C 3.25 0.62 -0.56
C 4.40 1.40 -0.50
C 5.24 1.32 0.62
C 4.92 0.43 1.64
C 3.80 -0.36 1.56
H 3.58 -1.05 2.37
H 5.58 0.38 2.49
O 6.36 2.10 0.75
C 6.40 3.18 -0.16
C 6.01 2.70 -1.55
H 6.69 1.90 -1.87
O 4.68 2.23 -1.55
H 6.05 3.52 -2.28
H 5.71 3.97 0.16
H 7.42 3.55 -0.14
H 2.62 0.70 -1.42
S 1.68 -2.11 -0.95
O 0.32 -2.15 -1.39
O 2.67 -1.74 -1.92
C 2.13 -3.73 -0.27
H 3.08 -3.62 0.24
H 1.34 -4.05 0.40
H 2.22 -4.40 -1.11
H 0.98 -0.60 2.21
H 1.66 -2.24 2.08
C -1.06 0.09 0.31
H -1.09 0.08 -0.79
C -2.21 0.96 0.84
H -2.13 1.01 1.94
H -2.10 1.97 0.43
H -0.10 0.50 0.62
H -2.55 -1.87 -0.72
H -2.57 -2.84 0.78
H -3.61 -0.96 2.01
H -4.59 -1.34 0.57
H -3.82 2.79 1.59
H -5.74 4.27 1.32
H -7.66 3.56 -0.08
H -7.61 1.40 -1.22
H -7.55 -0.89 -1.49
H -6.26 -1.70 -2.42
```

Computed properties:
* HOMO level: -7.8 eV
* total energy: -50841.609 eV
* energy relative to the best compared isomer or geometry (same formula, charge and spin): 237.1 kJ/mol
* largest force on an atom: 0.97 eV/A
* lowest unoccupied orbital energy: 0.7 eV
* SMILES: COc1ccccc1N1CCN(C(=O)CN(c2ccc3c(c2)OCCO3)S(C)(=O)=O)CC1

And the natural (NBO) charges, in e, turn out to be: -0.25, 0.18, -0.52, 0.35, -0.30, -0.22, -0.23, -0.24, 0.10, -0.44, -0.22, -0.23, -0.43, 0.70, -0.65, -0.32, -0.69, 0.11, -0.17, 0.21, 0.22, -0.23, -0.25, 0.22, 0.23, -0.48, -0.10, -0.10, 0.18, -0.48, 0.20, 0.18, 0.20, 0.24, 2.31, -0.94, -0.94, -0.89, 0.24, 0.28, 0.26, 0.23, 0.21, -0.22, 0.21, -0.21, 0.17, 0.22, 0.22, 0.21, 0.25, 0.17, 0.23, 0.21, 0.21, 0.21, 0.22, 0.17, 0.20

# C22H27N5O3S

The molecule C22H27N5O3S (ωB97M-V/def2-TZVPD, the Open Molecules 2025 dataset).

XYZ file:
```
58
C22H27N5O3S (ωB97M-V/def2-TZVPD)
C -1.97 -5.12 -0.54
C -2.65 -4.01 0.25
O -3.25 -3.13 -0.67
C -3.89 -2.03 -0.21
C -4.05 -1.69 1.13
C -4.70 -0.52 1.47
C -5.21 0.34 0.51
C -5.07 -0.02 -0.83
C -4.42 -1.18 -1.19
H -4.31 -1.46 -2.23
H -5.47 0.62 -1.60
C -5.81 1.66 0.89
H -6.50 1.55 1.73
H -6.36 2.08 0.04
C -4.69 2.63 1.29
N -3.60 2.60 0.33
C -2.44 1.96 0.61
O -2.12 1.63 1.73
C -1.52 1.76 -0.59
C -0.34 2.74 -0.49
H 0.14 2.62 0.48
C 0.67 2.46 -1.60
N 1.12 1.09 -1.53
C 2.26 0.74 -0.91
N 2.58 -0.46 -0.61
N 3.82 -0.54 -0.08
C 4.50 0.63 0.06
N 5.69 0.77 0.54
C 6.31 -0.37 0.94
C 5.72 -1.59 0.85
C 4.40 -1.78 0.32
O 3.78 -2.81 0.19
H 6.23 -2.48 1.17
C 7.69 -0.16 1.49
H 8.13 -1.11 1.79
H 7.64 0.51 2.34
H 8.31 0.31 0.73
S 3.52 1.96 -0.52
C 0.06 0.11 -1.65
H -0.39 0.23 -2.64
C -0.99 0.32 -0.56
H -0.55 0.13 0.42
H -1.81 -0.38 -0.70
H 0.50 -0.88 -1.58
H 0.20 2.60 -2.58
H 1.53 3.13 -1.52
H -0.70 3.77 -0.57
H -2.06 1.93 -1.52
H -3.85 2.76 -0.63
H -5.07 3.65 1.37
H -4.25 2.34 2.25
H -4.80 -0.26 2.52
H -3.66 -2.32 1.91
H -3.41 -4.44 0.92
H -1.91 -3.47 0.86
H -1.21 -4.70 -1.19
H -1.50 -5.83 0.14
H -2.70 -5.64 -1.15
```

Computed properties:
* HOMO level: -8.2 eV
* total energy: -47681.427 eV
* energy relative to the best compared isomer or geometry (same formula, charge and spin): 180.2 kJ/mol
* largest force on an atom: 1.31 eV/A
* lowest unoccupied orbital energy: 0.5 eV
* SMILES: CCOc1ccc(CCNC(=O)C2CCN(c3nn4c(=O)cc(C)nc4s3)CC2)cc1

And the natural (NBO) charges, in e, turn out to be: -0.62, -0.06, -0.50, 0.29, -0.25, -0.19, -0.05, -0.20, -0.26, 0.22, 0.20, -0.43, 0.22, 0.20, -0.22, -0.62, 0.71, -0.63, -0.31, -0.41, 0.22, -0.20, -0.43, 0.30, -0.33, -0.25, 0.28, -0.53, 0.25, -0.39, 0.62, -0.59, 0.23, -0.64, 0.22, 0.23, 0.23, 0.32, -0.22, 0.19, -0.41, 0.23, 0.23, 0.25, 0.20, 0.21, 0.22, 0.19, 0.39, 0.20, 0.24, 0.21, 0.22, 0.17, 0.18, 0.22, 0.22, 0.21

# C22H27N8O4PdS

A structure of composition C22H27N8O4PdS (ωB97M-V/def2-TZVPD, the Open Molecules 2025 dataset).

XYZ file:
```
63
C22H27N8O4PdS (ωB97M-V/def2-TZVPD)
Pd -0.60 -0.09 0.36
C 2.91 1.43 -2.85
N 1.53 1.84 -2.96
C 1.22 2.96 -3.85
C 0.59 1.26 -2.18
N 0.88 0.57 -1.13
N -0.71 1.41 -2.64
C -1.90 1.23 -1.97
N -2.97 1.14 -2.80
N -1.99 1.32 -0.69
H 3.45 1.79 -3.72
H 2.98 0.34 -2.82
H 3.40 1.85 -1.96
H 1.14 2.65 -4.89
H 2.02 3.70 -3.78
H 0.30 3.44 -3.54
H 1.85 0.59 -0.85
H -0.78 1.38 -3.64
H -2.83 0.79 -3.74
H -3.83 0.81 -2.39
H -2.93 1.27 -0.34
O -3.36 -2.13 -2.31
S -1.93 -2.22 -2.25
O -1.21 -1.47 -3.26
N -1.37 -1.77 -0.77
C -0.47 -2.64 -0.29
O 0.28 -2.32 0.64
C -0.52 -3.95 -0.99
C 0.06 -5.14 -0.59
C -0.20 -6.27 -1.34
C -1.02 -6.21 -2.47
C -1.58 -5.01 -2.88
C -1.32 -3.89 -2.12
H 0.68 -5.16 0.30
H 0.21 -7.23 -1.04
H -1.23 -7.11 -3.03
H -2.22 -4.96 -3.75
C 1.32 0.49 6.34
N 0.62 0.31 5.10
N 0.71 1.22 4.07
C -0.02 0.77 2.99
O -0.08 1.42 1.91
C -0.59 -0.47 3.41
C -0.15 -0.72 4.69
C -0.35 -1.94 5.52
C 1.34 2.49 4.15
C 2.32 2.80 3.22
C 2.88 4.07 3.21
C 2.45 5.01 4.13
C 1.47 4.70 5.06
C 0.91 3.43 5.07
H 2.22 1.08 6.17
H 1.61 -0.48 6.74
H 0.70 1.01 7.08
H -1.26 -1.08 2.83
H -1.05 -2.60 5.02
H -0.74 -1.70 6.51
H 0.59 -2.47 5.63
H 2.61 2.05 2.49
H 3.64 4.32 2.49
H 2.89 6.00 4.13
H 1.13 5.44 5.76
H 0.11 3.19 5.76
```

Computed properties:
* HOMO level (spin up / spin down): -10.9 / -11.0 eV
* total energy: -57672.453 eV
* energy relative to the best compared isomer or geometry (same formula, charge and spin): 53.6 kJ/mol
* largest force on an atom: 1.25 eV/A
* 2S+1: 3
* net charge: +1
* lowest unoccupied orbital energy (spin up / spin down): -1.9 / -3.6 eV

And the natural (NBO) charges, in e, turn out to be: 1.26, -0.42, -0.41, -0.42, 0.66, -0.79, -0.61, 0.65, -0.79, -0.81, 0.23, 0.22, 0.20, 0.20, 0.22, 0.23, 0.39, 0.42, 0.41, 0.41, 0.38, -0.93, 2.29, -0.97, -0.94, 0.64, -0.66, -0.16, -0.15, -0.19, -0.18, -0.21, -0.22, 0.24, 0.23, 0.23, 0.24, -0.42, -0.16, -0.24, 0.58, -0.72, -0.44, 0.27, -0.66, 0.18, -0.21, -0.20, -0.19, -0.20, -0.24, 0.24, 0.23, 0.21, 0.24, 0.25, 0.24, 0.24, 0.23, 0.22, 0.23, 0.23, 0.22

The highest largest force on an atom belongs to which entry? C22H27N5O3S

total energy of number 3 (C22H27N5O3S)? -47681.427 eV

Look up the total energy of the first one. -50843.056 eV